[1]
C33H37BrFIO2 | wB97M-V/def2-TZVPD

Computed properties:
Charge: 0
Lowest unoccupied orbital energy: -0.4 eV

Structure (XYZ):
```
75
Properties=species:S:1:pos:R:3:mulliken_charge:R:1
I 0.7515 -2.0634 -2.0816 0.24
Br 2.1538 0.4086 -0.3386 -0.11
F -0.2980 0.7497 -4.7773 -0.33
O 1.8146 1.8265 -2.6207 -0.42
O 2.3484 1.9625 -4.7829 -0.55
C -0.6322 -1.5860 4.7326 -0.39
C -4.6510 -4.4036 -1.4725 -0.46
C 7.5361 -0.2300 -5.9260 -0.36
C 5.6003 0.1206 -7.3072 -0.54
C -6.9276 -3.1800 -0.4585 -0.42
C -3.0604 1.8848 -2.2799 -0.17
C 1.3971 3.2709 8.8499 -0.44
C 1.0098 2.8588 6.5131 -0.60
C 1.5495 1.9081 9.0645 -0.40
C 1.7616 -1.5564 4.4978 -0.45
C -5.4152 -5.0482 -0.5097 -0.36
C -5.0236 -3.1460 -1.9262 -0.29
C 5.4680 0.4987 -4.9393 -0.17
C 1.7515 1.4172 -3.9054 0.29
C 1.6283 -1.0947 3.1957 -0.35
C -6.1610 -2.5337 -1.4179 -0.31
C 1.1599 1.4953 6.7269 0.23
C -2.5675 2.2466 -0.8704 -1.18
C -0.0276 2.0941 -1.0834 -1.07
C -6.5538 -4.4370 -0.0034 -0.37
C -1.3006 1.4742 -0.4801 -0.22
C 0.3658 -0.8743 2.6634 0.37
C 0.9533 1.1174 -1.7355 0.78
C 1.4291 1.0214 8.0031 -0.35
C 0.6310 -1.8009 5.2655 -0.52
C -0.7643 -1.1205 3.4316 -0.55
C 6.9344 -0.2401 -7.1767 -0.35
C 6.8022 0.1387 -4.8072 -0.53
C -3.9080 0.6103 -2.2874 -1.29
C 1.1266 3.7462 7.5740 -0.33
C 0.7762 0.2616 -4.0212 0.48
C 0.3146 -0.0236 -2.5939 -0.51
C 4.8642 0.4913 -6.1892 -0.20
H 7.2712 0.1479 -3.8315 0.36
H 7.5057 -0.5291 -8.0496 0.36
H -1.4255 0.4262 -0.7634 0.28
H 2.7464 -1.7183 4.9171 0.37
H -1.5126 -1.7761 5.3328 0.38
H 1.5452 -0.0422 8.1707 0.34
H 0.8019 3.2292 5.5174 0.37
H -1.7492 -0.9486 3.0160 0.40
H 1.7627 1.5374 10.0589 0.36
H 1.4892 3.9626 9.6773 0.35
H 1.0686 0.8036 5.9006 0.13
H -3.7647 -4.8816 -1.8695 0.37
H -5.1233 -6.0278 -0.1538 0.36
H -2.2240 1.7710 -2.9799 0.16
H -3.3588 1.9986 -0.1530 0.45
H -4.7936 0.7141 -1.6551 0.38
H 3.8284 0.7795 -6.2932 0.37
H 1.0070 4.8090 7.4072 0.36
H -7.1503 -4.9404 0.7464 0.36
H 0.5120 2.6116 -0.2868 0.50
H -4.4265 -2.6422 -2.6758 0.39
H -1.2076 1.4703 0.6117 0.34
H -7.8167 -2.7043 -0.0652 0.36
H -0.2587 2.8479 -1.8453 0.46
H -3.6708 2.7126 -2.6605 0.39
H 8.5775 -0.5073 -5.8235 0.35
H 5.1321 0.1142 -8.2833 0.35
H 0.2668 -0.5111 1.6494 0.03
H 4.8995 0.7920 -4.0657 0.36
H 2.5094 -0.9038 2.5957 0.25
H 0.7351 -2.1553 6.2833 0.42
H -3.3255 -0.2480 -1.9306 0.23
H 1.1716 -0.6065 -4.5457 0.34
H -6.4499 -1.5516 -1.7701 0.36
H -0.7719 -0.0036 -2.6085 -0.22
H -4.2481 0.3812 -3.3010 0.40
H -2.3897 3.3239 -0.7995 0.36
```

[2]
C33H37BrIrN8OS | wB97M-V/def2-TZVPD

Computed properties:
Charge: +3
⟨S²⟩: 6.0083
2S+1: 5
Energy relative to the best compared isomer or geometry (same formula, charge and spin): 5.8 kcal per mole
Lowest unoccupied orbital energy (alpha / beta): -8.0 / -10.3 eV

Structure (XYZ):
```
82
Properties=species:S:1:pos:R:3:mulliken_charge:R:1
Ir 0.3444 0.7463 -1.1270 2.93
Br 5.1346 -0.5829 1.9240 -0.05
S -0.8376 -1.8310 1.0764 0.71
O -0.1536 -0.4918 0.7329 -1.43
N 2.1230 -0.5732 -0.8182 0.30
N 2.0848 2.2639 -1.3821 0.19
N -1.1365 -0.5962 -1.9852 -0.32
N 0.1864 2.2612 0.5001 -0.32
N -0.0372 1.5944 -3.1394 -0.24
N -1.9399 -2.1622 -3.5485 0.05
N -0.2718 1.6048 -5.4560 -0.37
N -0.8898 -0.2612 -4.2889 0.03
C -5.4100 0.6246 0.7068 -0.61
C 1.4252 3.7677 1.8627 -0.87
C 3.7250 3.3687 -2.7056 -0.95
C 3.3462 -2.5638 -1.2296 -0.87
C -2.0370 -1.4636 2.3528 -1.18
C 0.6393 -2.0581 5.7510 -0.76
C -4.0483 -1.3553 0.8431 -0.25
C 2.8793 2.3070 -2.4623 -0.29
C 0.3413 -2.6660 4.5356 -0.43
C 2.3000 -1.7096 -1.5092 -0.38
C 1.2223 3.1100 0.6703 0.47
C -2.5169 -3.0181 -2.5060 -1.03
C 4.2271 -2.2465 -0.2038 -0.28
C 0.7675 -2.0970 3.3428 -0.25
C 0.5196 3.5797 2.8994 -0.98
C -0.7106 2.1086 1.4908 0.10
C 2.1159 3.2699 -0.4963 0.53
C -5.1461 -0.6828 0.3200 -0.83
C 1.7960 -0.3058 4.5877 -1.20
C 1.3579 -0.8723 5.7758 -0.56
C 1.5046 -0.9163 3.3742 0.94
C 2.9112 4.3821 -0.6938 -0.74
C 0.4100 -2.7406 2.0353 -1.06
C -0.3856 1.0210 -4.2582 0.47
C -3.4869 0.5736 2.1494 -0.10
C -1.3311 -1.0251 -3.2179 1.05
C -3.2061 -0.7277 1.7560 -0.30
C 3.7266 4.4329 -1.8132 -0.67
C -4.5847 1.2500 1.6266 -0.68
C -0.5772 2.7581 2.7002 -0.55
C 4.0219 -1.0763 0.5106 -0.19
C 2.9653 -0.2572 0.1755 -0.50
C -2.3105 -2.4956 -4.9375 -1.13
H 5.0594 -2.8968 0.0370 0.49
H -1.5515 1.4612 1.2900 0.53
H -1.5203 -0.9007 3.1302 0.50
H 4.3658 3.3632 -3.5771 0.47
H 0.2758 2.5482 -3.2717 0.13
H 2.8822 5.2061 0.0067 0.49
H -2.3118 -2.4503 2.7450 0.75
H -2.8692 1.0491 2.9086 0.75
H 1.5855 -1.9273 -2.2949 0.29
H -5.8208 -1.1897 -0.3628 0.49
H 1.2517 -2.8023 1.3407 0.23
H -2.4857 -3.5645 -4.9924 0.33
H -3.2214 -1.9818 -5.2491 0.39
H -1.0827 -0.6293 -5.2009 -0.01
H 2.3849 0.6053 4.6105 0.52
H 0.3187 -2.5189 6.6791 0.43
H 1.5861 -0.3967 6.7224 0.44
H -1.5037 -2.2924 -5.6413 0.51
H -3.5060 -2.6672 -2.2096 0.42
H -0.0222 -3.7378 2.1530 0.64
H -1.8682 -3.0648 -1.6349 0.26
H 4.3579 5.2952 -1.9906 0.48
H 2.2837 4.4161 1.9868 0.45
H -1.3175 2.6138 3.4769 0.49
H -3.8717 -2.3960 0.5765 0.59
H 0.6675 4.0785 3.8490 0.50
H -1.6334 -1.1354 -1.2870 -0.45
H -0.2138 -3.6019 4.5210 0.44
H 0.0624 2.5516 -5.5344 0.22
H -2.6061 -4.0245 -2.9012 0.38
H 2.7868 0.6619 0.7208 0.68
H -4.8098 2.2564 1.9593 0.45
H -6.2758 1.1430 0.3136 0.45
H -0.6080 1.1790 -6.3050 0.17
H 2.8359 1.4547 -3.1330 0.57
H 1.8644 -0.4829 2.4452 0.65
H 3.4726 -3.4703 -1.8078 0.49
```

How do the records compare in F_max? In the order shown, they have 0.6; 0.5 eV/A.